[1]
The following is a quantum chemistry calculation of one molecule with the formula C6H13N, from the OMol25 dataset.

Geometry as XYZ:
```
20
Properties=species:S:1:pos:R:3:forces:R:3
C -1.3469 0.8649 1.4323 1.827 -0.656 -2.076
C -0.9950 0.7924 -0.1156 -1.508 1.353 0.456
C 0.1302 -0.2347 -0.3480 -1.338 1.132 -2.048
C -0.7050 -1.6237 -0.1812 -0.190 -0.925 1.702
N -1.9876 -1.8752 -0.7001 1.123 1.807 0.585
C 1.3182 0.2256 0.3796 0.721 -3.358 -2.574
C 2.4364 0.6737 -0.5124 0.940 1.138 -0.619
H -1.9378 0.0121 1.7667 -0.194 0.311 -0.086
H -1.7288 1.8497 1.6818 0.022 -0.197 0.353
H -0.2819 0.6748 1.6550 -0.624 0.671 1.886
H -0.6058 1.7776 -0.4594 -0.447 -0.467 0.327
H -1.9189 0.5539 -0.6779 0.656 -0.161 -0.167
H -0.7382 -1.7366 0.9107 -0.201 -0.548 0.119
H -2.1019 -1.3750 -1.5895 0.281 -0.655 -0.314
H 0.0346 -2.3641 -0.4711 0.454 -0.204 -0.755
H 0.3400 -0.2001 -1.4468 0.099 0.466 0.534
H 1.7037 -0.5227 1.0681 -0.322 0.780 1.419
H 2.8486 -0.0531 -1.2646 -0.754 -0.074 0.678
H 2.2013 1.5510 -1.1345 -0.465 -0.230 0.087
H 3.3346 1.0095 0.0070 -0.082 -0.185 0.493
```
Forces are in eV/Å.

- Net charge: 0
- Energy: -290.9016 Ha
- Energy relative to the best compared isomer or geometry (same formula, charge and spin): 161.3 kcal/mol
- M: 99.18 g/mol
- HOMO level: -7.04 eV
- Frontier orbital gap: 4.53 eV

---

[2]
The following is a quantum chemistry calculation of C6H13N as an isolated structure, from the OMol25 dataset.

Geometry as XYZ:
```
20
Properties=species:S:1:pos:R:3:forces:R:3
C -2.6756 -1.2796 -0.8082 -0.079 -0.097 -0.023
C -1.2936 -0.7632 -1.1828 0.087 -0.136 0.269
C -0.7111 -0.0114 0.0104 -0.095 -1.495 1.674
N 0.6302 0.3670 -0.1540 0.120 0.527 -0.601
C 1.5616 -0.5859 0.3218 -0.605 -0.915 0.651
C 1.4562 0.7787 0.9577 -0.282 0.070 0.102
C 2.2763 2.0328 0.7023 0.138 -0.233 0.032
H -3.3602 -0.4453 -0.6092 0.091 -0.168 -0.049
H -2.6063 -1.8817 0.1036 -0.113 0.033 -0.130
H -3.1045 -1.8957 -1.6011 -0.017 0.051 0.068
H -0.6056 -1.5904 -1.3914 -0.148 -0.038 -0.059
H -1.3474 -0.1748 -2.1139 0.143 0.153 0.507
H -0.5359 -1.0150 1.0098 -1.739 2.737 -1.955
H -1.3128 0.8784 0.2902 0.070 -0.766 0.225
H 2.3866 -0.8794 -0.3512 -0.519 -0.219 0.703
H 0.7891 -1.3444 0.9461 3.112 0.852 -1.307
H 1.0269 0.7155 1.9623 -0.178 0.122 -0.207
H 3.1703 2.0712 1.3309 -0.053 -0.032 -0.050
H 2.5768 2.0917 -0.3490 -0.018 -0.096 0.201
H 1.6792 2.9315 0.9255 0.086 -0.349 -0.050
```
Forces are in eV/Å.

- Net charge: 0
- Energy: -291.0550 Ha
- Energy relative to the best compared isomer or geometry (same formula, charge and spin): 65.1 kcal/mol
- M: 99.18 g/mol
- HOMO level: -9.10 eV
- Frontier orbital gap: 10.36 eV

---

[3]
The following is a quantum chemistry calculation of a 2-piece molecular cluster, C6H13N overall, from the OMol25 dataset.

Geometry as XYZ:
```
20
Properties=species:S:1:pos:R:3:forces:R:3
C 1.3016 -0.8139 -0.4539 0.659 0.752 0.739
C 1.0580 0.2795 0.2856 1.142 -0.483 -0.352
C 1.0819 1.6552 -0.3109 -0.312 -0.059 -0.116
C 1.0415 0.2386 1.7884 -0.381 -0.095 -0.131
H 1.4619 -1.7738 0.0135 -0.249 -0.190 0.078
H 1.6207 -0.7343 -1.4827 -0.360 0.048 -0.236
H 1.1675 1.6162 -1.3949 -0.007 0.022 -0.039
H 1.9179 2.2369 0.0840 0.001 -0.031 0.057
H 0.1615 2.1862 -0.0619 0.010 0.112 -0.023
H 0.2370 0.8598 2.1798 -0.091 0.015 0.151
H 1.9749 0.6421 2.1881 0.018 0.021 -0.090
H 0.9243 -0.7772 2.1586 -0.025 -0.049 0.068
C -1.9143 0.1044 0.3598 -0.771 -0.366 -0.280
N -2.0291 -0.0443 -0.8887 0.167 1.163 0.760
C -1.6466 -1.2709 -1.4694 1.344 -0.745 -0.260
H -2.1239 1.0754 0.7870 -0.026 0.203 0.139
H -1.7540 -0.7274 1.0586 0.331 0.033 -0.117
H -0.5552 -1.1269 -1.7794 -1.576 -0.281 -0.198
H -1.6040 -2.1205 -0.7730 -0.194 0.013 0.121
H -2.3216 -1.5048 -2.2886 0.319 -0.081 -0.273
```
Forces are in eV/Å.

- SMILES: C=C(C)C.C=NC
- Net charge: 0
- Energy: -291.0983 Ha
- Energy relative to the best compared isomer or geometry (same formula, charge and spin): 37.9 kcal/mol
- M: 99.18 g/mol
- HOMO level: -9.25 eV
- Frontier orbital gap: 10.24 eV

---

[4]
The following is a quantum chemistry calculation of a 2-piece molecular cluster, C6H13N2 overall, from the OMol25 dataset.

Geometry as XYZ:
```
21
Properties=species:S:1:pos:R:3:forces:R:3
C -2.3219 -0.0231 -0.3543 0.425 -0.721 -1.198
C 2.0708 1.2883 -0.7191 -2.304 -0.856 -0.071
C 2.4090 1.2692 0.7573 -1.620 -0.541 -1.027
C 2.2146 -0.1093 -0.0144 6.136 4.629 -0.581
C -3.7355 0.2131 -0.1375 -1.665 -2.249 -0.802
C 1.3412 -2.1336 0.1529 -0.638 -1.496 -0.902
N 1.1850 -0.8853 0.2861 -2.360 -2.194 -0.223
N -1.3197 0.0819 0.4042 1.239 -0.152 0.648
H 1.0736 1.6354 -1.0800 -0.108 -0.612 1.457
H 2.4978 1.5219 -1.6805 2.109 -0.144 0.511
H 3.3514 1.6385 1.1565 -0.123 -0.489 -0.161
H 1.4996 1.4453 1.3949 1.194 0.164 -0.588
H 3.2483 -0.5965 -0.2184 -1.947 0.621 0.167
H -4.1814 -0.6438 0.4424 0.783 -0.065 -0.654
H -4.2666 0.1123 -1.1383 0.451 0.897 1.469
H -4.0479 0.9335 0.5709 -0.028 1.677 0.069
H 0.4445 -2.7523 0.1444 0.095 -0.063 0.596
H -2.0284 -0.4196 -1.3254 -0.325 -0.024 -0.103
H 2.2572 -2.6813 -0.1845 -0.416 0.959 0.529
H -1.4074 0.4172 1.3453 -0.301 0.285 0.563
H -0.2843 -0.3119 0.1972 -0.597 0.374 0.299
```
Forces are in eV/Å.

- Net charge: +1
- Energy: -345.5730 Ha
- Energy relative to the best compared isomer or geometry (same formula, charge and spin): 77.2 kcal/mol
- M: 113.18 g/mol
- HOMO level: -13.22 eV
- Frontier orbital gap: 9.29 eV

---

[5]
The following is a quantum chemistry calculation of an isolated ion of composition C6H13N2 and charge +1, from the OMol25 dataset.

Geometry as XYZ:
```
21
Properties=species:S:1:pos:R:3:forces:R:3
C -1.8995 -0.0418 1.6299 1.815 3.580 1.038
C -1.3208 -0.2203 0.4810 1.256 -2.319 -1.459
C -1.4826 -1.4332 -0.3698 1.883 -0.238 3.017
N -0.3389 0.6845 -0.0915 1.180 1.016 0.025
C -1.0185 1.9813 -0.2700 -2.341 1.345 -0.311
C 1.0293 0.7548 -0.1812 -1.096 -0.583 0.558
N 2.1513 0.0442 -0.3645 0.700 1.221 -0.907
C 2.7156 -1.3544 -0.5480 -1.383 1.359 0.382
H -2.4765 -0.7487 2.1061 -1.447 -1.363 0.607
H -1.6569 0.8995 2.1861 -0.412 -1.042 -0.264
H -2.0440 -2.1261 0.2425 0.328 -0.715 0.058
H -0.3950 -1.7159 -0.4959 -1.589 -0.567 -0.909
H -2.1346 -1.2275 -1.1397 -0.545 0.364 -2.611
H -1.1044 2.5205 0.7174 0.436 -0.171 -1.246
H -0.7431 2.6135 -1.1626 0.649 -0.695 1.273
H -2.1125 1.7642 -0.5454 1.614 -0.012 0.514
H 1.2908 1.7685 0.0245 0.323 0.858 -0.736
H 2.9383 0.7253 -0.5505 -1.463 -0.982 0.619
H 3.7752 -1.2002 -0.5327 0.489 -0.096 -0.022
H 2.4132 -1.8598 0.3383 -0.116 -0.991 0.380
H 2.4138 -1.8284 -1.4741 -0.279 0.030 -0.005
```
Forces are in eV/Å.

- SMILES: C=C(C)N(C)/C=[NH+]\C
- Net charge: +1
- Energy: -345.5823 Ha
- Energy relative to the best compared isomer or geometry (same formula, charge and spin): 71.4 kcal/mol
- M: 113.18 g/mol
- HOMO level: -13.61 eV
- Frontier orbital gap: 9.86 eV

---

[6]
The following is a quantum chemistry calculation of an isolated ion of composition C6H13N2O and charge +1, from the OMol25 dataset.

Geometry as XYZ:
```
22
Properties=species:S:1:pos:R:3:forces:R:3
C -1.3688 -0.4580 -2.2726 0.101 -3.264 0.254
C -0.8155 0.0468 -1.0108 -2.144 1.301 -1.185
C -0.0555 -0.4316 -0.0785 2.738 0.925 2.286
C 0.9680 -1.5211 0.0461 0.285 1.182 2.099
N 2.3026 -0.9081 -0.0171 -2.758 2.700 -4.294
N 0.1909 0.8289 1.0119 -0.418 -3.100 -4.925
C -0.5611 0.4908 2.1531 -2.929 0.970 0.663
C -0.4262 1.9031 0.1456 0.662 0.649 0.969
O -1.2403 1.3489 -0.8355 0.006 -1.028 0.846
H -0.5687 -0.9775 -2.7913 0.338 0.628 -0.724
H -1.8224 0.3576 -2.7552 -0.335 0.734 -1.086
H -2.0720 -1.3409 -2.2448 0.213 1.217 0.725
H 0.8246 -2.1998 -0.7739 -0.417 -0.973 0.196
H 0.9418 -1.8894 1.1251 -0.471 -0.524 -1.677
H 2.9269 -1.4076 0.4559 3.192 -2.625 2.490
H 2.6130 -0.9153 -1.0238 -0.244 0.326 1.508
H 1.2233 0.8489 1.1644 -0.738 0.285 -0.390
H -0.4552 1.3586 2.7360 0.078 0.590 1.964
H -1.6681 0.3991 1.9745 1.090 0.197 -0.507
H -0.3025 -0.4281 2.5729 0.971 -1.173 0.947
H -1.0239 2.5392 0.8068 0.334 0.215 -0.394
H 0.3892 2.3553 -0.3889 0.446 0.770 0.235
```
Forces are in eV/Å.

- SMILES: CC1=C(CN)[N@H+](C)CO1
- Net charge: +1
- Energy: -420.8445 Ha
- Energy relative to the best compared isomer or geometry (same formula, charge and spin): 68.1 kcal/mol
- M: 129.18 g/mol
- HOMO level: -13.65 eV
- Frontier orbital gap: 10.96 eV